{"formula": "C5H16NSi", "method": "ωB97M-V/def2-TZVPD", "elements": ["H", "H", "H", "C", "H", "H", "C", "H", "H", "H", "C", "H", "H", "H", "C", "H", "H", "H", "C", "H", "Si", "N", "H"], "coordinates": [[-1.85678, -0.78139, 2.72516], [-2.49028, -1.98455, -0.00748], [2.44672, -1.85385, -1.02157], [1.45670, -1.63454, -1.04823], [-2.82760, -0.45438, -0.56754], [1.18399, 3.49836, -1.59569], [-2.02243, -1.02991, -0.19829], [0.34740, 3.04653, 0.62471], [1.59208, 0.57706, 0.98264], [0.10573, -0.01188, -1.56276], [1.32569, 0.86281, -0.09996], [2.82434, 3.12241, 0.02706], [-0.44958, -1.14109, 1.02401], [0.93898, -2.31801, -1.71159], [1.11584, -0.08433, -1.18271], [-0.85016, 0.57666, 2.51366], [-1.34516, -1.27003, -1.08139], [1.56687, 0.16832, -2.11232], [-1.70711, 0.03942, 2.01015], [-2.59586, 0.58870, 1.81471], [1.43610, 2.67644, -0.26288], [-1.14012, -0.50213, 0.78468], [0.94465, -2.09061, -0.05440]], "forces_ev_per_angstrom": [[-0.7, 0.1, -0.1], [0.0, -0.6, 0.7], [3.0, -0.4, 0.1], [-4.9, 0.2, 3.5], [-0.5, 1.5, 0.0], [0.0, -1.5, 1.0], [1.8, -1.6, -2.1], [-0.1, 0.2, 0.7], [-0.5, -0.2, -1.7], [-1.0, 0.4, 0.2], [-0.1, -2.1, 0.5], [-0.2, -0.5, 0.6], [1.3, -1.5, 0.3], [0.1, 0.6, -1.0], [0.9, -3.0, 0.5], [-1.3, 0.3, -0.5], [-0.9, 0.3, 0.5], [1.0, 1.2, -0.8], [2.4, -0.9, 1.2], [-0.5, 0.7, 0.1], [-0.2, 3.4, -2.0], [-1.0, 2.3, 0.0], [1.6, 1.3, -1.7]], "mulliken_charge": [0.35, 0.33, 0.42, -1.18, 0.39, -0.03, -0.88, -0.02, 0.40, 0.34, 0.00, -0.01, 0.15, 0.36, -0.44, 0.26, 0.14, 0.55, -0.93, 0.34, 0.25, -0.01, 0.21], "e_lumo_ev": -6.8227, "e_above_lowest_kcal_mol": 110.67, "max_force_ev_per_a": 6.02, "total_charge": 1, "homo_ev": -12.945, "homo_lumo_gap_ev": 6.12, "energy_ev": -14800.619}



{"formula": "C5H16O2", "method": "ωB97M-V/def2-TZVPD", "elements": ["H", "H", "H", "C", "O", "H", "H", "O", "C", "C", "C", "C", "H", "H", "H", "H", "H", "H", "H", "H", "H", "H", "H"], "coordinates": [[-0.29359, -0.34405, 2.38560], [-2.36897, 0.57074, -1.73565], [2.33732, -1.44533, -0.99280], [-0.39654, 0.67850, -0.75658], [2.47618, 2.89367, 2.57352], [-1.25494, -2.12577, -0.83255], [0.05069, 1.38395, -1.46366], [-1.06138, -0.24248, 2.95888], [1.53428, -0.78122, -1.33618], [0.69962, -0.21616, -0.17839], [-1.51275, -0.06747, -1.52286], [-2.01016, -1.33369, -0.83588], [0.96184, -1.41491, -2.01223], [-1.79010, -0.58851, 2.42178], [2.00653, 0.07392, -1.82167], [1.36910, 0.38613, 0.42687], [-2.89793, -1.72901, -1.33078], [0.27011, -0.99341, 0.44268], [-1.04925, -0.31071, -2.48624], [2.97643, 3.36445, 3.26605], [-2.23034, -1.14209, 0.21580], [2.99812, 2.06064, 2.59066], [-0.81431, 1.32283, 0.02363]], "forces_ev_per_angstrom": [[0.3, 0.1, 0.1], [0.1, 0.3, 0.0], [0.0, 0.2, 0.2], [-0.6, 0.4, 0.2], [0.7, -0.3, 0.4], [0.0, 0.1, -0.1], [0.2, 0.0, 0.0], [-0.4, -0.2, -0.1], [0.3, -0.5, 0.8], [0.1, 0.2, -1.1], [0.8, -0.2, 0.0], [0.3, -0.1, 0.0], [-0.2, 0.3, -0.3], [0.2, 0.1, 0.2], [-0.1, -0.2, -0.4], [0.0, 0.1, 0.4], [-0.1, 0.0, 0.1], [0.0, -0.3, 0.1], [-0.4, -0.2, -0.1], [-0.3, 0.3, -0.1], [-0.2, 0.1, 0.0], [-0.4, -0.1, -0.4], [-0.1, -0.2, 0.2]], "lowdin_spin": [0.02, 0.00, 0.02, 0.03, 0.33, 0.01, 0.00, 0.07, 0.06, 0.08, 0.01, 0.03, 0.00, 0.02, 0.01, 0.05, 0.00, 0.02, 0.00, 0.08, 0.01, 0.13, 0.01], "e_lumo_ev": [3.3709, 3.2477], "e_above_lowest_kcal_mol": 3.73, "max_force_ev_per_a": 1.13, "total_charge": -1, "s_squared": 0.7503, "homo_ev": [1.071, -6.925], "spin_multiplicity": 2, "homo_lumo_gap_ev": [2.30, 10.17], "energy_ev": -9538.310}



{"formula": "C5H16O2", "method": "ωB97M-V/def2-TZVPD", "elements": ["H", "H", "H", "H", "H", "H", "H", "C", "C", "H", "H", "H", "H", "C", "O", "H", "H", "C", "H", "C", "H", "H", "O"], "coordinates": [[1.44670, 1.35036, 2.09026], [2.46255, -0.70742, 0.67053], [0.24067, -0.12693, 3.22268], [3.01640, 0.03440, -0.72708], [0.56456, -1.29777, 1.96109], [-1.56313, -0.15004, 0.76170], [0.02562, 0.34246, -0.51425], [-1.45002, -0.42237, 1.82373], [0.04182, -0.35404, 2.13233], [-0.90259, -2.16627, -3.42280], [-0.12980, 1.65992, 1.41129], [-1.60696, 0.56991, -1.83109], [-1.45105, -0.84825, -4.03241], [0.94963, 0.68823, -0.02209], [-1.67088, -1.58056, -3.45842], [-1.95311, 0.33317, 2.41572], [1.20572, 1.63447, -0.49720], [2.06878, -0.32373, -0.29459], [-0.80745, 1.91590, -1.88995], [0.68013, 0.89390, 1.48228], [-1.96349, -1.37332, 1.98468], [1.94616, -1.26537, -0.84468], [-1.15026, 1.19335, -2.42174]], "forces_ev_per_angstrom": [[0.7, -0.2, -0.2], [-0.4, 0.2, -0.2], [-0.7, -0.7, -0.8], [-0.5, 0.7, -0.1], [0.1, 0.2, -0.4], [-0.3, -0.2, 0.3], [0.4, 0.1, 0.4], [0.2, 0.2, -0.5], [0.7, 0.9, 2.0], [-0.2, 0.3, -0.1], [0.4, -0.3, 0.7], [0.3, 0.4, -0.3], [0.3, 0.2, -0.1], [0.7, -0.7, -0.2], [-0.1, -0.5, 0.4], [-0.3, 0.2, 0.0], [0.0, 0.1, 0.0], [2.0, -1.0, 0.9], [-0.1, -0.1, 0.2], [-2.0, 0.1, -1.6], [0.4, 0.0, 0.1], [-1.0, 0.4, -0.2], [-0.3, -0.3, -0.2]], "mulliken_charge": [0.41, 0.27, 0.27, 0.32, 0.33, 0.05, -0.47, -0.86, -0.30, 0.31, 0.30, 0.35, 0.33, 0.45, -0.64, 0.31, 0.57, -1.34, 0.33, -1.00, 0.36, 0.31, -0.64], "e_lumo_ev": 0.7918, "e_above_lowest_kcal_mol": 21.62, "max_force_ev_per_a": 2.60, "total_charge": 0, "smiles": "CCCCC.O.O", "homo_ev": -10.871, "homo_lumo_gap_ev": 11.66, "energy_ev": -9538.892}



{"formula": "C5H16O2", "method": "ωB97M-V/def2-TZVPD", "elements": ["H", "H", "H", "H", "C", "C", "H", "C", "H", "H", "H", "H", "H", "O", "H", "H", "C", "H", "H", "H", "C", "O", "H"], "coordinates": [[1.34921, 3.06448, -0.18192], [0.90117, -2.98911, 1.80770], [-0.87674, -2.86132, -0.27105], [-0.32068, 1.85027, -1.78714], [0.96122, 2.06517, -0.00143], [-0.38655, 1.83332, -0.74433], [2.94753, 0.91499, 0.25479], [-1.39156, -0.02559, 0.92479], [-0.60335, 0.16132, 1.67674], [-0.29299, -0.41425, -0.86810], [2.46871, 1.29105, -1.34500], [-1.88682, 0.26726, -1.06041], [-1.76752, -3.67818, -1.19810], [0.55891, -2.42994, 1.04598], [-1.62758, -1.06391, 1.09572], [1.23114, -1.72432, 0.87262], [2.04602, 0.91398, -0.40197], [0.73774, 2.11349, 1.06465], [1.53069, -0.06028, -0.17986], [-1.06198, 2.65781, -0.31841], [-0.95399, 0.35260, -0.49125], [-1.31741, -2.82082, -1.13005], [-2.24518, 0.58196, 1.23602]], "forces_ev_per_angstrom": [[0.2, 0.0, -0.5], [-0.5, 1.2, -1.5], [0.2, 0.1, 0.0], [0.3, 0.7, -1.7], [0.6, -1.4, -0.5], [-0.4, -0.9, 3.3], [-0.7, 0.2, 0.0], [0.8, 1.1, 1.0], [-0.1, 0.1, -0.3], [0.2, 0.1, -0.4], [-0.6, -1.4, -0.3], [0.3, 0.0, -0.4], [0.2, 0.4, -0.1], [1.3, -0.4, 1.2], [-0.3, -0.3, -0.5], [-0.8, -1.1, 0.4], [-0.6, 2.0, 2.2], [0.1, -0.5, 0.2], [0.8, 0.8, -1.4], [0.4, -1.4, -1.0], [-1.1, 1.1, 0.4], [-0.4, -0.6, 0.0], [0.0, 0.0, 0.0]], "mulliken_charge": [0.40, 0.29, 0.30, 0.35, -0.62, -0.61, 0.34, -1.14, 0.25, 0.37, 0.30, 0.32, 0.31, -0.59, 0.28, 0.32, -0.63, 0.32, -0.23, 0.28, -0.37, -0.61, 0.38], "e_lumo_ev": 0.4727, "e_above_lowest_kcal_mol": 26.18, "max_force_ev_per_a": 3.46, "total_charge": 0, "smiles": "CCCCC.O.O", "homo_ev": -10.701, "homo_lumo_gap_ev": 11.17, "energy_ev": -9538.694}



{"formula": "C5H16O2", "method": "ωB97M-V/def2-TZVPD", "elements": ["H", "H", "H", "C", "H", "C", "H", "H", "O", "H", "H", "H", "H", "O", "C", "H", "H", "H", "H", "H", "C", "H", "C"], "coordinates": [[-1.76209, 1.11689, -3.09110], [-0.13828, 0.66996, -2.91096], [-1.10257, -2.04649, -1.00845], [0.83334, -1.23360, -1.04660], [2.26750, 5.07073, 3.09308], [-0.66722, -1.13016, -0.61486], [-1.10718, 0.99845, -0.66256], [-1.34070, -0.61519, -3.27943], [-1.67150, -2.78037, 5.16433], [-2.62672, -2.87421, 5.12403], [1.95555, 0.09532, 0.19128], [2.22997, 3.65250, 2.38944], [-1.43253, -1.91972, 4.82077], [2.47552, 4.57911, 2.29210], [1.66658, 0.01774, -0.84921], [-2.43328, -0.01775, -1.11802], [2.68319, -0.21902, -1.22004], [1.36850, 0.96262, -1.29975], [-0.71522, -1.06699, 0.46749], [0.80988, -1.60496, -2.07972], [-1.15180, 0.29472, -2.72548], [1.20838, -2.04067, -0.42707], [-1.34932, 0.09109, -1.20923]], "forces_ev_per_angstrom": [[-0.5, -0.2, 0.0], [0.0, -0.5, -0.2], [-0.5, -0.1, 0.4], [-1.6, 0.0, 0.1], [-0.1, -0.4, 0.0], [1.3, 0.6, -0.9], [0.3, 0.1, 0.0], [0.0, -0.1, -0.2], [0.2, -0.4, 0.2], [0.0, 0.3, -0.1], [-0.7, 0.6, 0.6], [-0.1, 0.3, 0.4], [-0.2, 0.2, -0.1], [0.2, 0.1, -0.4], [1.9, -1.0, -0.1], [-0.1, -0.1, 0.5], [-0.4, 0.3, -0.5], [-0.3, -0.2, 0.2], [-0.2, -0.3, 0.2], [0.4, 0.3, 0.1], [1.0, 0.8, 0.8], [0.5, -0.2, -0.1], [-1.1, -0.1, -0.8]], "mulliken_charge": [0.38, 0.27, 0.29, -0.47, 0.32, -0.57, 0.29, 0.29, -0.64, 0.32, 0.34, 0.32, 0.32, -0.64, -1.19, 0.35, 0.31, 0.32, 0.31, 0.31, -1.17, 0.36, -0.41], "e_lumo_ev": 0.5897, "e_above_lowest_kcal_mol": 17.43, "max_force_ev_per_a": 2.17, "total_charge": 0, "smiles": "CCCCC.O.O", "homo_ev": -10.599, "homo_lumo_gap_ev": 11.19, "energy_ev": -9539.074}



- Number 1 is which compound?
  C5H16NSi



- Which formula does entry 4 have?
  C5H16O2



Repeat the second record exactly.
{"formula": "C5H16O2", "method": "ωB97M-V/def2-TZVPD", "elements": ["H", "H", "H", "C", "O", "H", "H", "O", "C", "C", "C", "C", "H", "H", "H", "H", "H", "H", "H", "H", "H", "H", "H"], "coordinates": [[-0.29359, -0.34405, 2.38560], [-2.36897, 0.57074, -1.73565], [2.33732, -1.44533, -0.99280], [-0.39654, 0.67850, -0.75658], [2.47618, 2.89367, 2.57352], [-1.25494, -2.12577, -0.83255], [0.05069, 1.38395, -1.46366], [-1.06138, -0.24248, 2.95888], [1.53428, -0.78122, -1.33618], [0.69962, -0.21616, -0.17839], [-1.51275, -0.06747, -1.52286], [-2.01016, -1.33369, -0.83588], [0.96184, -1.41491, -2.01223], [-1.79010, -0.58851, 2.42178], [2.00653, 0.07392, -1.82167], [1.36910, 0.38613, 0.42687], [-2.89793, -1.72901, -1.33078], [0.27011, -0.99341, 0.44268], [-1.04925, -0.31071, -2.48624], [2.97643, 3.36445, 3.26605], [-2.23034, -1.14209, 0.21580], [2.99812, 2.06064, 2.59066], [-0.81431, 1.32283, 0.02363]], "forces_ev_per_angstrom": [[0.3, 0.1, 0.1], [0.1, 0.3, 0.0], [0.0, 0.2, 0.2], [-0.6, 0.4, 0.2], [0.7, -0.3, 0.4], [0.0, 0.1, -0.1], [0.2, 0.0, 0.0], [-0.4, -0.2, -0.1], [0.3, -0.5, 0.8], [0.1, 0.2, -1.1], [0.8, -0.2, 0.0], [0.3, -0.1, 0.0], [-0.2, 0.3, -0.3], [0.2, 0.1, 0.2], [-0.1, -0.2, -0.4], [0.0, 0.1, 0.4], [-0.1, 0.0, 0.1], [0.0, -0.3, 0.1], [-0.4, -0.2, -0.1], [-0.3, 0.3, -0.1], [-0.2, 0.1, 0.0], [-0.4, -0.1, -0.4], [-0.1, -0.2, 0.2]], "lowdin_spin": [0.02, 0.00, 0.02, 0.03, 0.33, 0.01, 0.00, 0.07, 0.06, 0.08, 0.01, 0.03, 0.00, 0.02, 0.01, 0.05, 0.00, 0.02, 0.00, 0.08, 0.01, 0.13, 0.01], "e_lumo_ev": [3.3709, 3.2477], "e_above_lowest_kcal_mol": 3.73, "max_force_ev_per_a": 1.13, "total_charge": -1, "s_squared": 0.7503, "homo_ev": [1.071, -6.925], "spin_multiplicity": 2, "homo_lumo_gap_ev": [2.30, 10.17], "energy_ev": -9538.310}